Formula: C3H9NS
Source: the OMol25 dataset
Level of theory: the ωB97M-V functional and the def2-TZVPD basis

Each line ends with the natural charge from an NBO analysis.
Atoms and positions in Å:
C (-0.18913, 1.12212, 1.65692)  -0.42
N (0.08150, 0.98743, 0.18331)  -0.64
C (-0.26807, -0.39823, -0.06201)  -0.24
C (-0.37711, -0.53608, -1.54367)  -0.58
S (1.18816, -0.54834, -2.37160)  -0.02
H (-1.23798, 0.74613, 1.93054)  0.19
H (0.06054, 2.03621, 2.01771)  0.20
H (0.21729, 0.22432, 2.18188)  0.16
H (1.17387, 1.16599, -0.01410)  0.38
H (0.53272, -1.11042, 0.36484)  0.17
H (-1.14914, -0.89242, 0.66369)  0.21
H (-0.88316, -1.56013, -1.46215)  0.21
H (-0.97657, 0.21740, -2.18559)  0.25
H (1.82707, -1.45397, -1.35977)  0.12

## Properties
**Total charge**: 0
**SMILES string**: CNCCS
**Relative energy (zero: lowest compared OMol25 entry of this formula, charge and spin)**: 62.89 kcal/mol
**HOMO-LUMO gap**: 9.641 eV
**Highest occupied orbital energy**: -8.78 eV
**LUMO**: 0.9 eV

---

Formula: C31H53BrMnNP3
Source: the OMol25 dataset
Level of theory: the ωB97M-V functional and the def2-TZVPD basis

Each line ends with the Löwdin charge.
Atoms and positions in Å:
C (3.10228, 5.77314, -1.28118)  -0.01
C (1.88538, 5.48494, -1.92555)  -0.23
C (1.93235, 4.95785, -3.23245)  -0.01
C (3.17673, 4.68291, -3.80349)  -0.14
N (4.31043, 4.85926, -3.13276)  0.06
C (4.30247, 5.45122, -1.93807)  -0.12
C (0.67923, 5.42483, -1.15781)  0.08
C (-0.31330, 4.97860, -0.57816)  0.07
C (-1.17204, 3.93727, -0.10802)  -0.21
C (-0.66266, 2.64061, -0.34063)  -0.02
C (-1.25159, 1.50483, 0.24859)  -0.14
C (-2.20703, 1.75448, 1.23143)  -0.24
C (-2.96814, 2.93026, 1.13289)  -0.07
C (-2.40362, 4.07855, 0.54529)  0.01
Mn (-2.92059, 0.47543, 2.49408)  0.44
P (1.44280, -0.11505, -0.21850)  0.98
H (1.02659, 4.70588, -3.77465)  0.12
H (3.11786, 6.16474, -0.26363)  0.12
H (3.25185, 4.29887, -4.82706)  0.12
H (5.27098, 5.67048, -1.47162)  0.12
H (-2.87751, 5.06515, 0.60446)  0.14
H (0.19788, 2.60110, -1.01244)  0.10
H (-4.01277, 2.89762, 1.45219)  0.12
H (-0.95085, 0.47919, 0.02284)  -0.01
C (2.21733, -1.77222, -0.01149)  -0.43
C (3.34763, -2.16846, -0.95558)  -0.14
H (1.37722, -2.48103, -0.13263)  0.05
H (2.55603, -1.84577, 1.03534)  0.07
H (3.63563, -3.19999, -0.72103)  0.08
H (3.05666, -2.16020, -2.01246)  0.07
H (4.25482, -1.56307, -0.83721)  0.07
C (1.51634, 0.23332, -2.03185)  -0.40
C (2.78815, 0.85344, -2.60848)  -0.13
H (0.65768, 0.90909, -2.19075)  0.05
H (1.26626, -0.70697, -2.55473)  0.05
H (2.62162, 1.00535, -3.68328)  0.08
H (3.02179, 1.84020, -2.18182)  0.07
H (3.67206, 0.20353, -2.51875)  0.07
C (2.56055, 1.10730, 0.58373)  -0.39
C (4.04837, 0.78296, 0.63305)  -0.13
H (2.17340, 1.19819, 1.61408)  0.04
H (2.38721, 2.08051, 0.09775)  0.08
H (4.53951, 1.58709, 1.19391)  0.08
H (4.25954, -0.15212, 1.16669)  0.07
H (4.53268, 0.75454, -0.35198)  0.07
Br (-4.69008, -0.98485, 1.93170)  0.19
P (-1.79981, -1.99203, -1.70792)  1.14
C (-0.67424, -2.73578, -2.93621)  -0.39
C (-1.19150, -4.02227, -3.54618)  -0.12
H (0.27033, -2.92143, -2.39281)  0.07
H (-0.44658, -1.98692, -3.70839)  0.09
H (-0.42634, -4.43950, -4.20556)  0.10
H (-1.41810, -4.77103, -2.78459)  0.07
H (-2.09020, -3.85533, -4.14595)  0.08
C (-2.97803, -3.25105, -1.05832)  -0.38
C (-4.35190, -3.38764, -1.70326)  -0.12
H (-3.12967, -2.98806, 0.00324)  0.05
H (-2.44522, -4.21168, -1.08154)  0.08
H (-4.92533, -4.13674, -1.14378)  0.10
H (-4.93316, -2.45993, -1.66789)  0.07
H (-4.30109, -3.73379, -2.74095)  0.07
C (-2.89442, -0.74447, -2.49485)  -0.38
C (-3.34174, -1.07984, -3.90700)  -0.12
H (-2.34583, 0.21180, -2.47706)  0.08
H (-3.76136, -0.60497, -1.82998)  0.08
H (-3.88509, -0.21846, -4.31189)  0.10
H (-2.49352, -1.28391, -4.56774)  0.08
H (-4.02619, -1.93518, -3.93938)  0.07
C (-2.83174, -1.93671, 4.66672)  -0.15
C (-1.96020, -0.71532, 4.41696)  -0.44
P (-0.78693, -0.80978, 3.00325)  0.96
C (0.73055, 0.13554, 3.58453)  -0.38
C (1.01398, 0.20246, 5.08564)  -0.13
C (-0.11566, -2.54326, 3.09112)  -0.37
C (0.31241, -3.07387, 4.46430)  -0.13
H (-3.61250, -2.00829, 3.89845)  -0.04
H (-3.34128, -1.84135, 5.63395)  0.10
H (-2.26176, -2.86668, 4.64834)  0.06
H (-2.62062, 0.18445, 4.27535)  0.04
H (-1.35707, -0.45737, 5.28800)  0.08
H (1.59524, -0.33077, 3.07415)  0.07
H (0.60286, 1.15069, 3.17020)  0.07
H (1.01521, -0.78913, 5.55804)  0.06
H (2.00952, 0.64235, 5.24743)  0.09
H (0.29019, 0.83716, 5.61247)  0.08
H (-0.88700, -3.19152, 2.64919)  0.08
H (0.74348, -2.56640, 2.39968)  0.06
H (-0.42834, -2.87867, 5.24994)  0.07
H (0.45109, -4.16361, 4.40250)  0.09
H (1.27045, -2.65468, 4.79783)  0.07

## Properties
**Total charge**: +2
**Relative energy (zero: lowest compared OMol25 entry of this formula, charge and spin)**: 62.63 kcal/mol
**2S+1**: 6
**⟨S²⟩**: 9.21
**HOMO-LUMO gap (alpha / beta)**: 5.262 / 4.458 eV
**Highest occupied orbital energy (alpha / beta)**: -13.38 / -13.07 eV
**LUMO (alpha / beta)**: -8.1 / -8.6 eV

---

Formula: C18H15N2O3
Source: the OMol25 dataset
Level of theory: the ωB97M-V functional and the def2-TZVPD basis

Each line ends with the natural charge from an NBO analysis.
Atoms and positions in Å:
C (-6.49401, 1.43246, 1.37326)  -0.26
O (-5.84571, 0.26783, 1.93551)  -0.50
C (-4.50624, 0.11318, 1.74688)  0.31
C (-3.91459, -1.03244, 2.33417)  -0.28
C (-2.56927, -1.26339, 2.18033)  -0.15
C (-1.73974, -0.34937, 1.48326)  -0.14
C (-0.31208, -0.59635, 1.34828)  0.06
C (0.61878, 0.35961, 1.62982)  -0.31
C (2.01321, 0.07116, 1.61412)  0.30
N (3.15514, -0.18961, 1.61480)  -0.31
C (0.26468, 1.65041, 2.12361)  0.31
N (-0.00408, 2.70842, 2.55192)  -0.34
C (-2.33922, 0.79322, 0.91349)  -0.15
C (-3.70268, 1.01910, 1.00877)  -0.26
H (-7.54107, 1.32133, 1.66255)  0.20
H (-6.07870, 2.35962, 1.79699)  0.18
H (-6.40178, 1.44616, 0.27655)  0.18
H (-4.55503, -1.70828, 2.89525)  0.22
H (-2.10384, -2.13447, 2.64033)  0.21
H (0.01479, -1.61561, 1.13361)  0.24
H (-1.71269, 1.48716, 0.35277)  0.25
H (-4.14916, 1.89313, 0.53037)  0.21
C (6.33023, -0.45343, -2.54018)  -0.25
O (5.23040, -1.39856, -2.54334)  -0.52
C (3.97067, -0.94039, -2.33470)  0.19
C (2.92730, -1.91033, -2.34800)  -0.25
C (1.63418, -1.53920, -2.14901)  -0.34
C (1.26855, -0.17701, -1.77416)  0.39
O (0.13986, 0.10296, -1.30509)  -0.80
C (2.34537, 0.79788, -1.90556)  -0.35
C (3.64727, 0.42554, -2.10882)  -0.29
H (7.20810, -1.06991, -2.73533)  0.18
H (6.21000, 0.29620, -3.33429)  0.17
H (6.42079, 0.03949, -1.56260)  0.18
H (3.19792, -2.95161, -2.52019)  0.19
H (0.83280, -2.27292, -2.16429)  0.19
H (2.09462, 1.84163, -1.73253)  0.19
H (4.44525, 1.17637, -2.08855)  0.19

## Properties
**Total charge**: -1
**HOMO-LUMO gap**: 4.917 eV
**Highest occupied orbital energy**: -2.45 eV
**LUMO**: 2.5 eV

---

Formula: C5H11N
Source: the OMol25 dataset
Level of theory: the ωB97M-V functional and the def2-TZVPD basis

Each line ends with the natural charge from an NBO analysis.
Atoms and positions in Å:
H (3.29971, -0.52771, 0.05550)  0.35
N (2.38459, -0.08156, -0.28097)  -0.65
C (1.47892, -0.37581, 0.49177)  0.16
C (-0.29350, -0.02836, -0.04127)  -0.04
C (-1.00123, -1.28785, -0.41941)  -0.63
C (-0.15485, 0.96920, -1.12220)  -0.65
C (-0.85781, 0.68038, 1.18393)  -0.64
H (1.55140, -0.68579, 1.58420)  0.15
H (-2.15043, -1.21235, -0.34388)  0.22
H (-0.57238, -1.74829, -1.40909)  0.22
H (-0.79470, -2.07674, 0.30309)  0.21
H (-0.96277, 1.11338, -1.85418)  0.22
H (0.04415, 1.95418, -0.74811)  0.21
H (0.66964, 0.55766, -1.80958)  0.24
H (-0.05574, 1.30662, 1.44820)  0.21
H (-1.55541, 1.40236, 0.84791)  0.22
H (-1.02960, 0.04068, 2.11406)  0.21

## Properties
**Total charge**: 0
**SMILES string**: [H]/N=C/C(C)(C)C
**Relative energy (zero: lowest compared OMol25 entry of this formula, charge and spin)**: 55.10 kcal/mol
**HOMO-LUMO gap**: 9.879 eV
**Highest occupied orbital energy**: -8.96 eV
**LUMO**: 0.9 eV

---

Taking the records one at a time from the top gives calculated total energy values of -572.53987, -6016.11794, -1030.10954, -251.77473 hartree.